# 1
# C7H14O2

The molecule C7H14O2 in a non-equilibrium geometry (ωB97M-V with the def2-TZVPD basis set, the OMol25 dataset).

Geometry as XYZ:
```
23
C7H14O2 (ωB97M-V with the def2-TZVPD basis set)
C 3.04 0.21 0.58
C 2.01 0.27 -0.24
C 2.08 -0.03 -1.70
C 0.63 0.67 0.27
O 0.23 1.94 -0.21
O -0.28 -0.30 -0.13
C -1.67 -0.06 0.36
C -1.80 -0.63 1.77
C -2.58 -0.75 -0.64
H 4.02 -0.07 0.24
H 2.95 0.43 1.64
H 1.27 -0.69 -1.98
H 2.00 0.89 -2.28
H 3.03 -0.50 -1.95
H 0.65 0.79 1.36
H 0.19 1.88 -1.17
H -1.89 1.02 0.38
H -2.83 -0.55 2.10
H -1.50 -1.68 1.76
H -1.16 -0.10 2.47
H -2.42 -0.35 -1.63
H -2.36 -1.82 -0.65
H -3.62 -0.59 -0.35
```

HOMO: -9.609 eV
HOMO-LUMO gap: 10.54 eV
Electronic energy: -425.57115 Eh
LUMO energy: 0.9 eV
SMILES: C=C(C)[C@@H](O)OC(C)C
2S+1: 1

=====

# 2
# C7H14O3

The molecule C7H14O3 in a non-equilibrium geometry (ωB97M-V with the def2-TZVPD basis set, the OMol25 dataset).

Geometry as XYZ:
```
24
C7H14O3 (ωB97M-V with the def2-TZVPD basis set)
O 0.20 1.31 3.60
C 0.54 1.54 2.28
C 0.16 0.41 1.34
O -1.21 -0.07 1.79
C 0.38 0.73 -0.13
C 0.07 -0.41 -1.09
C -1.39 -0.60 -1.48
O -1.91 0.48 -2.23
C 1.08 -0.72 -2.17
C 0.91 -1.66 -1.01
H -0.15 0.34 3.70
H 1.61 1.76 2.19
H -0.24 2.25 1.77
H 0.82 -0.43 1.60
H -1.27 -1.02 1.63
H -0.22 1.62 -0.40
H 1.43 1.01 -0.24
H -1.47 -1.49 -2.13
H -2.01 -0.79 -0.59
H -2.11 1.21 -1.64
H 1.98 -0.11 -2.22
H 0.70 -1.05 -3.14
H 0.43 -2.62 -1.18
H 1.70 -1.68 -0.25
```

HOMO: -10.152 eV
HOMO-LUMO gap: 10.73 eV
Electronic energy: -500.76608 Eh
LUMO energy: 0.6 eV
SMILES: OC[C@@H](O)CC1(CO)CC1
2S+1: 1

=====

# 3
# C7H14O4

The molecule C7H14O4 in a non-equilibrium geometry (ωB97M-V with the def2-TZVPD basis set, the OMol25 dataset).

Geometry as XYZ:
```
25
C7H14O4 (ωB97M-V with the def2-TZVPD basis set)
C -0.66 -0.12 3.50
O -1.16 -0.65 2.26
C -0.50 -0.32 1.06
C 0.02 -1.61 0.53
C 0.81 -1.51 -0.80
C 0.64 -0.40 -1.80
C 0.66 1.04 -1.25
O 0.94 1.99 -2.35
O -0.33 2.19 -2.94
C -0.71 1.36 -0.51
O -1.36 0.31 0.15
H -0.49 0.98 3.56
H -1.44 -0.36 4.24
H 0.30 -0.54 3.65
H 0.27 0.43 1.31
H -0.85 -2.26 0.35
H 0.67 -2.10 1.31
H 0.69 -2.49 -1.32
H 1.89 -1.56 -0.59
H -0.25 -0.60 -2.49
H 1.50 -0.48 -2.49
H 1.48 1.06 -0.50
H -0.25 1.67 -3.76
H -1.37 1.71 -1.28
H -0.53 2.24 0.15
```

HOMO: -9.913 eV
HOMO-LUMO gap: 10.75 eV
Electronic energy: -575.91924 Eh
LUMO energy: 0.8 eV
SMILES: CO[C@H]1CCC[C@@H](OO)CO1
2S+1: 1

=====

# 4
# C7H14OOsPS

C7H14OOsPS as an isolated structure in a non-equilibrium geometry (ωB97M-V with the def2-TZVPD basis set, the OMol25 dataset).

Geometry as XYZ:
```
25
C7H14OOsPS (ωB97M-V with the def2-TZVPD basis set)
C 1.47 0.22 -2.11
C 2.34 0.92 -1.01
C 1.73 2.05 -0.32
C 0.47 2.31 -0.87
C 0.04 1.15 -1.96
Os -0.20 -0.81 -1.58
P 0.55 -2.88 -1.86
H 1.92 0.09 -3.13
H 3.34 0.54 -0.83
H 2.01 2.35 0.71
H -0.44 1.64 -2.83
H -0.26 3.05 -0.52
H 0.66 -3.73 -0.70
H 1.88 -2.89 -2.50
H -0.45 -3.44 -2.74
C -2.15 -1.32 2.33
S -1.41 -0.08 1.21
C -1.17 1.33 2.38
O 0.00 -0.63 0.92
H -3.06 -0.89 2.76
H -1.46 -1.64 3.12
H -2.44 -2.17 1.72
H -1.14 0.97 3.42
H -0.24 1.85 2.12
H -2.00 2.03 2.27
```

HOMO (alpha / beta): -10.906 / -12.153 eV
HOMO-LUMO gap (alpha / beta): 6.64 / 7.23 eV
Electronic energy: -1180.03341 Eh
Net charge: +1
LUMO energy (alpha / beta): -4.3 / -4.9 eV
Expectation value of S²: 6.06
2S+1: 5

=====

# 5
# C7H14OSi

The molecule C7H14OSi in a non-equilibrium geometry (ωB97M-V with the def2-TZVPD basis set, the OMol25 dataset).

Geometry as XYZ:
```
23
C7H14OSi (ωB97M-V with the def2-TZVPD basis set)
C 1.55 2.78 0.27
C 1.37 1.51 -0.13
C 0.39 0.64 2.05
C 0.69 0.48 0.56
C -1.36 -1.89 0.83
C 0.80 -1.80 -1.41
C -1.58 0.21 -1.54
O -0.83 1.21 1.83
Si -0.42 -0.75 -0.37
H 2.10 3.48 -0.33
H 1.07 3.16 1.16
H 1.77 1.19 -1.09
H 0.35 -0.32 2.58
H 1.11 1.31 2.55
H -2.17 -2.39 0.32
H -0.71 -2.65 1.25
H -1.79 -1.32 1.65
H 0.26 -2.59 -1.92
H 1.31 -1.21 -2.16
H 1.56 -2.27 -0.79
H -2.09 -0.46 -2.22
H -2.34 0.75 -0.97
H -1.03 0.93 -2.13
```

HOMO (alpha / beta): -9.501 / -8.592 eV
HOMO-LUMO gap (alpha / beta): 8.56 / 7.72 eV
Electronic energy: -639.75547 Eh
LUMO energy (alpha / beta): -0.9 / -0.9 eV
2S+1: 1

=====

# 6
# C7H14P

A 2-piece molecular cluster, C7H14P overall in a non-equilibrium geometry (ωB97M-V with the def2-TZVPD basis set, the OMol25 dataset).

Geometry as XYZ:
```
22
C7H14P (ωB97M-V with the def2-TZVPD basis set)
C -0.74 2.97 1.38
C -1.84 2.31 1.02
C 0.20 -2.31 0.35
C 2.36 -1.36 -1.06
C -2.24 1.87 -0.37
C -1.16 -2.47 0.98
C 3.15 -0.41 -1.84
P 0.76 -0.89 -0.52
H -0.08 3.20 0.55
H -0.39 3.28 2.38
H -2.56 2.10 1.84
H 0.91 -2.96 0.76
H 2.82 -2.34 -0.96
H -1.41 1.99 -1.10
H -3.07 2.50 -0.55
H -2.59 0.80 -0.22
H -1.38 -3.62 0.96
H -2.04 -2.07 0.50
H -1.08 -1.99 1.97
H 3.81 -0.93 -2.66
H 3.98 -0.13 -1.07
H 2.58 0.44 -2.34
```

HOMO: -12.067 eV
HOMO-LUMO gap: 5.11 eV
Electronic energy: -616.04503 Eh
Net charge: +1
LUMO energy: -7.0 eV
2S+1: 1

=====

# 7
# C7H15As2CuF12O3Pt2

C7H15As2CuF12O3Pt2 as an isolated structure in a non-equilibrium geometry (ωB97M-V with the def2-TZVPD basis set, the OMol25 dataset).

Geometry as XYZ:
```
42
C7H15As2CuF12O3Pt2 (ωB97M-V with the def2-TZVPD basis set)
Pt 6.89 0.38 16.63
Pt 10.89 -0.25 16.00
Cu 5.65 -1.11 12.71
As 5.50 -3.31 15.92
F 5.81 -3.89 17.60
F 3.84 -2.76 16.35
F 5.25 -2.71 14.25
F 7.21 -3.68 15.59
F 5.13 -4.97 15.41
F 6.10 -1.70 16.49
As 11.13 -4.25 15.46
F 9.62 -4.48 16.42
F 12.23 -4.16 16.90
F 12.52 -3.99 14.38
F 10.04 -4.34 14.00
F 10.92 -2.46 15.70
F 11.49 -6.05 15.40
O 8.06 -0.80 12.53
C 8.36 -0.51 13.81
O 9.53 -0.64 14.28
O 7.41 -0.14 14.56
H 8.87 -1.11 12.10
C 10.06 0.20 9.93
C 8.69 0.22 9.28
C 7.85 1.48 9.38
C 8.14 2.66 8.51
C 9.51 3.42 8.72
C 9.72 4.66 7.88
H 10.43 -0.79 10.20
H 10.14 0.79 10.85
H 10.83 0.58 9.26
H 8.81 -0.05 8.23
H 8.23 -0.61 9.82
H 7.88 1.95 10.37
H 6.83 1.23 9.08
H 8.12 2.39 7.46
H 7.34 3.40 8.40
H 9.71 3.56 9.79
H 10.34 2.74 8.56
H 9.17 5.50 8.31
H 10.74 5.01 8.04
H 9.45 4.45 6.85
```

HOMO (alpha / beta): -19.641 / -19.083 eV
HOMO-LUMO gap (alpha / beta): 6.93 / 3.46 eV
Electronic energy: -8048.93641 Eh
Net charge: +3
LUMO energy (alpha / beta): -12.7 / -15.6 eV
Expectation value of S²: 8.80
2S+1: 6

=====

# 8
# C7H15BFO2

A 2-piece molecular cluster, C7H15BFO2 overall in a non-equilibrium geometry (ωB97M-V with the def2-TZVPD basis set, the OMol25 dataset).

Geometry as XYZ:
```
26
C7H15BFO2 (ωB97M-V with the def2-TZVPD basis set)
C -1.16 1.88 -1.74
B -0.66 0.35 -1.75
C 0.79 0.02 -2.44
C -1.46 -0.90 -1.09
C -1.77 -0.62 0.48
C -0.73 -1.29 1.45
C 0.71 -0.63 1.45
O 1.06 -0.08 2.76
C 2.06 0.90 2.45
O 1.91 2.11 2.63
H -0.45 2.44 -1.04
H -1.09 2.41 -2.73
H -2.19 1.96 -1.25
H 1.41 0.98 -2.36
H 0.71 -0.34 -3.51
H 1.33 -0.72 -1.76
H -2.48 -0.96 -1.60
H -0.92 -1.88 -1.24
H -1.97 0.48 0.69
H -2.77 -1.14 0.67
H -0.60 -2.40 1.27
H -1.13 -1.20 2.52
H 1.50 -1.42 1.23
H 0.84 0.21 0.71
H 3.07 0.51 2.01
F 4.00 -0.69 2.21
```

HOMO: -4.076 eV
HOMO-LUMO gap: 6.64 eV
Electronic energy: -550.89373 Eh
Net charge: -1
LUMO energy: 2.6 eV
2S+1: 1

=====

> Which of these has the highest electronic energy?

C7H14O2

=====

> Among the records above, which one has the lowest electronic energy?

C7H15As2CuF12O3Pt2